Entry 1:
{"formula": "C43H103B4F16N11O5", "method": "ωB97M-V/def2-TZVPD", "symbols": ["C", "C", "N", "C", "C", "N", "C", "C", "H", "H", "H", "H", "H", "H", "H", "H", "H", "H", "H", "C", "C", "N", "C", "C", "N", "C", "C", "H", "H", "H", "H", "H", "H", "H", "H", "H", "H", "H", "C", "C", "N", "C", "C", "N", "C", "C", "H", "H", "H", "H", "H", "H", "H", "H", "H", "H", "H", "C", "N", "C", "C", "C", "C", "O", "H", "H", "H", "H", "H", "H", "H", "H", "H", "H", "H", "H", "H", "H", "C", "N", "C", "C", "C", "C", "O", "H", "H", "H", "H", "H", "H", "H", "H", "H", "H", "H", "H", "H", "H", "C", "N", "C", "C", "C", "C", "O", "H", "H", "H", "H", "H", "H", "H", "H", "H", "H", "H", "H", "H", "H", "C", "N", "C", "C", "C", "C", "O", "H", "H", "H", "H", "H", "H", "H", "H", "H", "H", "H", "H", "H", "H", "C", "N", "C", "C", "C", "C", "O", "H", "H", "H", "H", "H", "H", "H", "H", "H", "H", "H", "H", "H", "H", "B", "F", "F", "F", "F", "B", "F", "F", "F", "F", "B", "F", "F", "F", "F", "B", "F", "F", "F", "F"], "positions_angstrom": [[3.87938, -1.95250, 0.92465], [4.87813, -1.69119, -0.13786], [6.11150, -2.45557, 0.18379], [6.24031, -3.80023, 0.17023], [7.51133, -4.18171, 0.58858], [8.19695, -2.99609, 0.78554], [7.27778, -1.96449, 0.77516], [9.53445, -2.89311, 1.37198], [3.76349, -3.03171, 1.02458], [2.97238, -1.48961, 0.53582], [4.20924, -1.63842, 1.91492], [5.07641, -0.62405, -0.23783], [4.54263, -1.90009, -1.15368], [5.50726, -4.44171, -0.29615], [7.95069, -5.16760, 0.55183], [7.47205, -0.95699, 1.11224], [9.73662, -3.85645, 1.84016], [9.49556, -2.08924, 2.10709], [10.24886, -2.78303, 0.55614], [-5.04678, -5.69342, -4.34436], [-4.31218, -5.20230, -3.03465], [-2.92922, -4.83557, -3.22757], [-1.89531, -5.68641, -3.37383], [-0.69685, -4.99780, -3.62286], [-0.98524, -3.65844, -3.66628], [-2.36003, -3.58705, -3.28857], [-0.05308, -2.54928, -3.77026], [-6.07831, -5.96751, -4.12320], [-4.68052, -6.66299, -4.68183], [-4.90383, -5.02511, -5.19350], [-4.30787, -6.02215, -2.31638], [-4.86236, -4.47026, -2.44346], [-2.12555, -6.73785, -3.28521], [0.33522, -5.28720, -3.75509], [-2.94065, -2.69225, -3.11941], [0.49008, -2.51214, -4.71454], [0.55464, -2.51600, -2.86601], [-0.56583, -1.59831, -3.62592], [3.04265, 3.95002, -2.61228], [4.05994, 4.70779, -3.68771], [5.23817, 4.04522, -4.04306], [6.10656, 4.45878, -5.04488], [6.87084, 3.43292, -5.59248], [6.67624, 2.26243, -4.72206], [5.57899, 2.66913, -3.91883], [7.40955, 0.96040, -4.88149], [2.91447, 2.93550, -2.98965], [2.05524, 4.38976, -2.47167], [3.50106, 3.85784, -1.62767], [4.29514, 5.73969, -3.42697], [3.51231, 4.76781, -4.62823], [5.97043, 5.45858, -5.42993], [7.57002, 3.26779, -6.39888], [5.21849, 2.02731, -3.12858], [7.88061, 1.02090, -5.86259], [6.73367, 0.10525, -4.88407], [8.07556, 0.74506, -4.04593], [-2.24948, -4.86291, 2.61721], [-1.52745, -5.54797, 1.38509], [-1.41250, -7.08491, 1.66148], [-2.24992, -5.47320, 0.08934], [-0.05618, -5.09142, 1.23994], [0.09349, -3.56568, 1.05114], [0.13838, -3.24970, -0.30950], [-1.71124, -5.02073, 3.55181], [-3.25584, -5.28130, 2.63439], [-2.31919, -3.80070, 2.38280], [-1.18581, -7.54919, 0.70173], [-2.38169, -7.48359, 1.96119], [-0.68042, -7.30584, 2.43824], [-2.62747, -4.45258, 0.15200], [-3.13966, -6.09905, 0.15843], [-1.60320, -5.72085, -0.75240], [0.43505, -5.82749, 0.60355], [0.42650, -5.34931, 2.18259], [0.82965, -3.13829, 1.73195], [-0.70891, -2.91210, 1.39331], [1.01212, -3.53548, -0.58610], [-4.06024, 4.38172, -5.97003], [-3.79494, 4.21926, -4.47689], [-2.92218, 2.92089, -4.27071], [-3.03915, 5.51980, -3.96329], [-5.09900, 4.01238, -3.60984], [-5.80380, 2.67577, -3.58411], [-5.09355, 1.69807, -2.80199], [-3.32016, 3.80783, -6.52772], [-3.87140, 5.39608, -6.32148], [-5.07620, 4.19178, -6.31622], [-2.82486, 2.82004, -3.18976], [-1.97919, 3.20753, -4.73623], [-3.36767, 2.08466, -4.80956], [-3.80330, 6.29705, -3.95730], [-2.31227, 5.55667, -4.77471], [-2.52668, 5.41782, -3.00669], [-5.71396, 4.80230, -4.04108], [-4.82621, 4.43948, -2.64481], [-6.06581, 2.25396, -4.55443], [-6.74418, 2.76590, -3.04036], [-5.08745, 0.86795, -3.28413], [-2.63936, 1.15735, -1.12196], [-1.75361, 0.74247, 0.04602], [-2.63034, 0.97862, 1.29516], [-1.22015, -0.66558, 0.07175], [-0.56771, 1.72384, 0.12333], [0.49251, 1.42852, -0.98489], [1.58003, 0.53605, -0.74450], [-3.33183, 0.32879, -1.27050], [-2.06100, 1.05380, -2.04004], [-3.09255, 2.14224, -1.00914], [-3.47684, 0.29231, 1.31823], [-3.05344, 1.98169, 1.24090], [-2.03223, 0.92187, 2.20463], [-0.50968, -0.75740, 0.89327], [-0.67560, -1.02788, -0.80021], [-1.99681, -1.40874, 0.25231], [-0.08351, 1.66434, 1.09807], [-0.98337, 2.72706, 0.02911], [0.95595, 2.38652, -1.22059], [-0.03796, 1.25331, -1.92084], [2.11933, 0.43710, -1.53251], [-2.96005, 0.16787, 4.69568], [-3.21670, 0.41180, 6.14252], [-1.89238, 0.33394, 6.87113], [-3.85952, 1.79191, 6.27811], [-4.30636, -0.63085, 6.53751], [-4.68362, -0.80687, 8.06034], [-3.59218, -1.33303, 8.77023], [-2.35135, -0.73142, 4.78981], [-2.21664, 0.93583, 4.48197], [-3.92315, 0.05062, 4.19888], [-1.33608, 1.14859, 6.40749], [-1.50431, -0.67902, 6.76420], [-2.10508, 0.62762, 7.89905], [-4.91893, 1.83813, 6.02588], [-3.29720, 2.56993, 5.76178], [-4.07975, 1.92690, 7.33705], [-4.16417, -1.45570, 5.83930], [-5.21123, -0.32909, 6.01000], [-5.64585, -1.28055, 8.25490], [-4.82152, 0.17869, 8.50505], [-3.87488, -1.48519, 9.67495], [4.61678, 1.31871, 3.21211], [3.47857, 2.35872, 2.95898], [4.14296, 3.71718, 3.23977], [3.01319, 2.10519, 1.53613], [2.33553, 2.26157, 3.99083], [1.75449, 0.86575, 4.34543], [1.01403, 0.18910, 3.28001], [4.21910, 0.30441, 3.17857], [4.94275, 1.55142, 4.22585], [5.43533, 1.27619, 2.49358], [3.56214, 4.49540, 2.74469], [5.18500, 3.75858, 2.92266], [4.16106, 3.95074, 4.30429], [3.81167, 2.39501, 0.85310], [2.12160, 2.73171, 1.56168], [2.80813, 1.04043, 1.42511], [1.58762, 3.03327, 3.80857], [2.88302, 2.41465, 4.92084], [0.97515, 0.95765, 5.10193], [2.44755, 0.09185, 4.67535], [0.56369, -0.58418, 3.62763], [-2.84871, 6.03928, -0.28434], [-1.88299, 6.97924, -0.00659], [-2.22918, 4.83417, -0.66762], [-3.47827, 5.74978, 0.86485], [-3.75008, 6.55853, -1.20504], [-5.34545, -1.62012, -0.41793], [-5.86479, -0.46687, -0.80893], [-4.33806, -1.98876, -1.14940], [-4.86640, -1.53953, 0.84943], [-6.29349, -2.55664, -0.44541], [-1.81988, 3.95025, 3.56106], [-3.19683, 3.99411, 3.56747], [-1.06895, 2.93111, 4.01154], [-1.46509, 4.22202, 2.22988], [-1.45927, 5.08252, 4.26101], [3.04309, 0.04598, -3.84791], [3.91960, 0.39392, -4.77620], [1.88741, 0.64864, -4.27293], [2.95849, -1.35255, -3.66371], [3.55330, 0.54414, -2.61394]], "mulliken_charge": [-0.49, -0.76, 0.37, -0.16, -0.54, 0.13, -0.28, -0.81, 0.60, -0.09, 0.20, 0.23, 0.30, 0.42, 0.43, 0.41, 0.36, 0.34, 0.31, -1.20, -0.44, 0.49, -0.68, -0.38, 0.28, -0.50, -0.94, 0.41, 0.37, 0.34, 0.20, 0.35, 0.56, 0.56, 0.56, 0.44, 0.25, 0.27, -0.85, -0.52, 0.17, -0.52, -0.35, 0.17, -0.48, -0.67, 0.07, 0.61, 0.26, 0.37, 0.39, 0.45, 0.42, 0.57, 0.26, 0.30, 0.31, -0.71, -0.11, -0.88, -1.02, -0.80, -0.09, 0.08, 0.34, 0.40, 0.29, 0.43, 0.39, 0.37, 0.22, 0.55, 0.39, 0.64, 0.42, 0.33, -0.21, 0.16, -0.81, 0.11, -0.83, -0.82, -0.53, -0.83, -0.27, 0.35, 0.40, 0.33, -0.08, 0.68, 0.41, 0.45, 0.53, 0.07, 0.54, 0.37, 0.35, 0.40, 0.17, -0.76, 2.12, -1.25, -1.52, 0.18, -1.28, 0.86, -0.07, 0.43, 0.29, 0.25, 0.53, 0.17, -0.17, 0.45, 0.19, -0.27, 0.33, 0.28, 0.61, -0.34, -0.98, 0.37, -0.88, -0.90, -0.77, -0.58, -0.55, 0.36, -0.04, 0.68, 0.36, 0.31, 0.37, 0.36, 0.33, 0.47, 0.54, 0.48, 0.47, 0.28, 0.34, -0.91, 0.30, -0.85, -1.18, -1.08, -0.68, -0.10, 0.14, 0.47, 0.42, 0.37, 0.36, 0.40, 0.48, 0.51, 0.19, 0.89, 0.36, 0.13, 0.57, 0.09, 0.31, -0.35, -0.24, -0.29, -0.39, -0.17, -0.30, 0.15, -0.30, -0.35, 0.10, -0.46, 0.14, -0.30, -0.31, -0.03, -0.26, -0.29, -0.38, -0.26], "molar_mass_g_mol": 1201.6, "homo_lumo_gap_ev": 6.80, "total_charge": 4, "homo_ha": -0.5520, "spin_multiplicity": 1}

=====

Entry 2:
{"formula": "C2H3FOPr", "method": "ωB97M-V/def2-TZVPD", "symbols": ["H", "O", "C", "C", "H", "H", "F", "Pr"], "positions_angstrom": [[-2.84382, 1.02230, 3.14751], [-0.55752, -1.06104, 2.19710], [-1.74014, -0.70482, 2.22246], [-2.11737, 0.70837, 2.21223], [-2.55399, -1.44731, 2.23780], [-2.75213, 0.98650, 1.36151], [-0.95069, 1.48693, 2.21082], [1.41511, 0.39109, 2.14258]], "mulliken_charge": [0.35, -0.58, 0.33, -0.37, 0.44, 0.33, -0.30, 1.80], "molar_mass_g_mol": 203.0, "homo_lumo_gap_ev": [7.58, 11.28], "total_charge": 2, "homo_ha": [-0.6155, -0.7502], "e_above_lowest_kj_mol": 0.0, "spin_multiplicity": 4}

=====

Entry 3:
{"formula": "CH5N3S", "method": "ωB97M-V/def2-TZVPD", "symbols": ["C", "H", "H", "H", "H", "H", "N", "N", "N", "S"], "positions_angstrom": [[-0.32963, -0.22921, -0.64141], [-0.70859, 2.09618, -0.71330], [0.44606, 2.65347, 0.63017], [-1.56288, -0.05975, -1.31959], [0.01808, -2.12524, -1.01982], [1.32148, -1.22478, 1.94548], [0.19296, 1.97860, -0.19058], [0.53322, 0.64621, 0.03126], [-0.08664, -1.52272, -0.12180], [0.17595, -2.21276, 1.39959]], "mulliken_charge": [-0.08, 0.25, 0.24, 0.18, 0.30, 0.15, -0.42, -0.24, -0.21, -0.18], "molar_mass_g_mol": 91.1, "homo_lumo_gap_ev": 8.34, "homo_ha": -0.2866, "e_above_lowest_kj_mol": 455.0, "spin_multiplicity": 1}

=====

E? In order: -4375.218405 -769.436794 -603.372604 Ha.